{
  "formula": "C4H6N4",
  "method": "wB97M-V/def2-TZVPD",
  "species": ["N", "N", "N", "N", "C", "C", "C", "C", "H", "H", "H", "H", "H", "H"],
  "coordinates": [[1.26111, -1.13248, -1.15071], [-0.60515, 0.85248, -0.21817], [2.16327, -0.33027, -0.42500], [-0.98645, -0.26824, -0.89590], [-1.11251, 0.89377, 1.17224], [0.28126, 0.25511, 0.85795], [1.73585, 0.29283, 0.58119], [0.00898, -1.00130, -1.35123], [2.56098, 0.79853, 1.17399], [-1.97283, 0.17650, 1.42023], [-1.03133, 1.92917, 1.52956], [-1.75218, -0.08342, -1.62243], [-0.53158, -1.63534, -2.17570], [-0.01944, -0.74734, 1.10396]],
  "atomic_forces_ev_per_a": [[0.290, -0.266, -0.917], [1.217, 0.051, 2.681], [-0.555, -0.718, -0.375], [-4.105, 1.169, -1.840], [1.377, 0.960, -0.213], [-2.423, 0.447, 0.478], [1.241, 1.788, 1.757], [0.062, -2.679, -3.116], [-1.417, -0.342, -0.562], [1.567, 1.243, -0.052], [-0.937, -0.560, 0.057], [1.437, -0.377, 1.450], [1.772, 0.224, 1.394], [0.475, -0.941, -0.741]],
  "nbo_charge": [-0.392, -0.246, -0.208, -0.478, -0.223, -0.215, 0.066, 0.273, 0.203, 0.225, 0.222, 0.389, 0.166, 0.218],
  "homo_lumo_gap_ev": 9.4,
  "multiplicity": 1,
  "smiles": "C1=NN=C[C@H]2CN2N1",
  "molar_mass_g_mol": 110.1,
  "homo_ev": -8.68,
  "max_force_ev_per_a": 4.65,
  "charge": 0,
  "relative_energy_kj_mol": 597.90
}